# C7H10N2O2S

An isolated molecule of C7H10N2O2S (ωB97M-V/def2-TZVPD, the OMol25 dataset).

```
! wB97M-V def2-TZVPD RIJCOSX def2/J DEFGRID3
* xyz 0 3
C 3.374 0.644 -0.498
C 2.636 -0.387 -0.930
C 2.969 1.607 0.417
C 1.340 -0.537 -0.318
C 1.693 1.418 1.048
C 0.840 0.353 0.598
C -3.005 -1.959 -0.246
N -2.867 0.610 1.134
N -2.009 -1.043 -0.781
O -1.219 1.532 -0.789
O -0.404 0.345 1.130
S -1.713 0.588 0.160
H 4.229 1.048 -1.118
H 2.977 -1.317 -1.340
H 3.647 2.293 0.811
H 0.703 -1.329 -0.700
H 1.371 2.113 1.764
H -4.013 -1.636 -0.011
H -2.978 -2.809 -0.943
H -2.668 -2.297 0.691
H -2.859 1.483 1.667
H -2.046 -0.719 -1.744
*
```

Values from the calculation:
E_HOMO (alpha / beta) = -0.1947 / -0.3362 Ha
energy = -25324.1811 eV
Kohn-Sham gap (alpha / beta) = 6.1 / 6.5 eV
relative energy (zero: lowest compared OMol25 entry of this formula, charge and spin) = 264.3 kJ/mol
F_max = 0.1242 Eh/bohr

Atomic partial charges in e from the Löwdin method, atoms 1 to 2: C -0.135; C -0.077